1.
A molecular structure, C37H31BiBrN10 at a distorted geometry. Source: OMol25; level of theory: wB97M-V/def2-TZVPD.

The value obtained for the energy relative to the best compared isomer or geometry (same formula, charge and spin) is 46.9 kcal per mole. As for the total charge: +1. The frontier orbital gap is 6.095 eV. The calculation puts the electronic energy at -129647.8550 eV. Its LUMO energy is -3.8 eV. The molar mass is 904.61 g mol⁻¹.

Positions of all 80 atoms, in Å:
1 Bi -0.68 1.31 0.80
2 Br 6.75 1.52 -0.19
3 C 5.13 1.37 0.74
4 C 4.14 2.32 0.55
5 C 2.92 2.17 1.20
6 C 2.70 1.08 2.04
7 C 3.71 0.16 2.25
8 C 4.93 0.30 1.60
9 N 1.38 0.95 2.57
10 C 1.12 0.17 3.53
11 C -0.28 0.03 3.97
12 C -0.60 -0.68 5.11
13 C -1.93 -0.75 5.51
14 C -2.88 -0.08 4.76
15 C -2.48 0.59 3.62
16 N -1.21 0.63 3.22
17 H 4.31 3.16 -0.10
18 H 2.13 2.90 1.06
19 H 3.55 -0.70 2.88
20 H 5.72 -0.42 1.76
21 H 1.87 -0.38 4.10
22 H 0.18 -1.17 5.68
23 H -2.21 -1.30 6.40
24 H -3.93 -0.10 5.04
25 H -3.19 1.11 2.99
26 N -2.69 2.04 0.71
27 C -3.64 2.12 0.00
28 N -4.60 2.34 -0.72
29 C -5.69 1.74 -1.18
30 N -6.64 1.26 -1.62
31 C -5.09 -1.55 -1.32
32 C -4.94 -1.42 0.05
33 C -3.68 -1.15 0.59
34 C -2.58 -1.00 -0.23
35 C -2.74 -1.14 -1.61
36 C -3.99 -1.41 -2.15
37 N -1.28 -0.71 0.30
38 C -0.30 -1.72 0.17
39 C 1.06 -1.41 0.03
40 C 2.02 -2.41 -0.03
41 C 1.65 -3.75 0.03
42 C 0.30 -4.06 0.14
43 C -0.66 -3.07 0.21
44 H -6.07 -1.74 -1.74
45 H -5.79 -1.52 0.71
46 H -3.55 -1.08 1.67
47 H -1.87 -1.01 -2.26
48 H -4.10 -1.51 -3.22
49 H 1.39 -0.38 -0.06
50 H 3.06 -2.13 -0.15
51 H 2.40 -4.53 -0.04
52 H -0.01 -5.10 0.17
53 H -1.71 -3.34 0.30
54 N -0.52 3.82 2.36
55 H -0.54 3.49 3.32
56 H -1.30 4.45 2.24
57 H 0.33 4.36 2.26
58 C -0.69 3.26 -3.58
59 C -1.13 2.74 -2.37
60 N -0.41 1.82 -1.70
61 C 0.74 1.41 -2.22
62 C 1.26 1.86 -3.42
63 C 0.52 2.82 -4.09
64 C 2.57 1.40 -3.91
65 C 3.10 0.19 -3.78
66 C 2.48 -1.02 -3.19
67 C 3.27 -2.12 -2.90
68 C 2.63 -3.24 -2.38
69 N 1.32 -3.28 -2.18
70 C 0.65 -2.17 -2.49
71 N 1.16 -1.04 -2.98
72 H -1.30 3.99 -4.10
73 H -2.07 3.04 -1.93
74 H 1.29 0.66 -1.65
75 H 0.89 3.23 -5.03
76 H 3.16 2.15 -4.41
77 H 4.10 0.04 -4.18
78 H 4.34 -2.11 -3.08
79 H 3.19 -4.13 -2.13
80 H -0.42 -2.19 -2.33



2.
2 unconnected molecules or ions with the total composition C4H8N2O at a distorted geometry. Source: OMol25; level of theory: wB97M-V/def2-TZVPD.

The value obtained for the energy relative to the best compared isomer or geometry (same formula, charge and spin) is 64.6 kcal per mole. The frontier orbital gap is 10.091 eV. The calculation puts the electronic energy at -9303.5909 eV. Its LUMO energy is 0.8 eV. The molar mass is 100.12 g mol⁻¹.

Positions of all 15 atoms, in Å:
1 C 1.12 1.01 -0.60
2 C 0.41 -0.03 0.23
3 C 0.43 -1.44 -0.21
4 N 1.08 -1.04 1.03
5 C -2.08 0.45 -0.08
6 O -1.95 0.46 -1.24
7 N -2.19 0.45 1.13
8 H 2.08 0.62 -0.95
9 H 0.53 1.30 -1.48
10 H 1.30 1.90 0.00
11 H -0.43 -2.11 -0.12
12 H 1.07 -1.66 -1.06
13 H 2.08 -0.94 0.92
14 H -0.37 0.33 0.89
15 H -3.07 0.70 1.53



3.
A molecular structure, C32H51CoN3O2P2S3 at a distorted geometry. Source: OMol25; level of theory: wB97M-V/def2-TZVPD.

The value obtained for the energy relative to the best compared isomer or geometry (same formula, charge and spin) is 28.2 kcal per mole. As for the total charge: +1. The frontier orbital gap (spin up / spin down) is 8.594 / 5.552 eV. The calculation puts the electronic energy at -131282.9560 eV. Its spin multiplicity is 5. Its LUMO energy (spin up / spin down) is -1.5 / -4.6 eV. The molar mass is 726.86 g mol⁻¹.

Positions of all 94 atoms, in Å:
1 Co 0.21 0.92 -0.77
2 S 2.69 0.61 -1.22
3 C 3.12 2.07 -2.02
4 C 4.47 2.24 -2.32
5 C 4.92 3.30 -2.98
6 C 4.02 4.22 -3.52
7 C 2.59 4.07 -3.25
8 C 2.17 3.05 -2.39
9 S 0.50 2.95 -1.97
10 H 5.14 1.45 -1.92
11 H 5.89 3.47 -3.17
12 H 4.27 5.09 -4.06
13 H 1.87 4.83 -3.53
14 C -3.51 -0.37 -1.92
15 C -3.51 1.02 -1.17
16 P -2.26 1.16 0.21
17 C -2.47 2.74 1.10
18 C -1.74 3.91 0.53
19 C -2.72 -0.13 1.43
20 C -4.19 -0.05 1.90
21 H -4.16 -0.55 -2.75
22 H -3.75 -1.09 -1.15
23 H -2.50 -0.55 -2.29
24 H -4.51 1.34 -0.79
25 H -3.22 1.84 -1.91
26 H -2.02 2.45 2.03
27 H -3.58 2.96 1.18
28 H -1.98 4.11 -0.50
29 H -0.65 3.84 0.45
30 H -2.00 4.81 1.11
31 H -2.17 0.00 2.33
32 H -2.43 -1.14 1.04
33 H -4.41 -0.58 2.86
34 H -4.87 -0.51 1.23
35 H -4.46 1.00 2.14
36 O 0.63 1.33 1.29
37 S 1.91 1.69 1.90
38 C 2.54 0.14 2.64
39 C 1.58 -0.96 2.69
40 C 0.76 -1.10 3.85
41 C -0.07 -2.17 3.96
42 C -0.29 -3.03 2.87
43 C 0.47 -2.83 1.70
44 C 1.37 -1.81 1.61
45 C 1.51 2.76 3.32
46 C 0.77 2.25 4.53
47 C -0.60 1.95 4.49
48 C -1.31 1.68 5.64
49 C -0.63 1.55 6.85
50 C 0.75 1.64 6.91
51 C 1.41 2.05 5.74
52 H 3.15 0.34 3.52
53 H 3.35 -0.12 1.90
54 H 1.00 -0.46 4.69
55 H -0.58 -2.37 4.87
56 H -1.05 -3.86 2.89
57 H 0.37 -3.50 0.89
58 H 1.98 -1.71 0.70
59 H 0.97 3.60 2.86
60 H 2.43 3.19 3.73
61 H -1.07 1.97 3.53
62 H -2.37 1.45 5.60
63 H -1.12 1.25 7.80
64 H 1.30 1.43 7.81
65 H 2.49 2.08 5.79
66 C -0.36 0.06 -4.14
67 N -0.65 -1.36 -3.86
68 C -1.01 -2.10 -5.02
69 P 0.04 -2.05 -2.53
70 O -0.06 -1.03 -1.45
71 N -0.77 -3.45 -2.14
72 C -2.12 -3.56 -1.51
73 C -0.51 -4.70 -2.77
74 N 1.59 -2.40 -2.79
75 C 2.33 -3.02 -1.71
76 C 2.40 -2.17 -4.00
77 H -0.70 0.27 -5.12
78 H 0.73 0.29 -4.19
79 H -0.77 0.76 -3.40
80 H -1.88 -1.58 -5.38
81 H -1.29 -3.07 -4.81
82 H -0.26 -2.07 -5.77
83 H -2.28 -2.58 -1.09
84 H -1.84 -4.33 -0.80
85 H -2.98 -3.90 -2.13
86 H 0.38 -4.66 -3.42
87 H -1.37 -4.99 -3.35
88 H -0.35 -5.50 -1.97
89 H 1.60 -3.38 -0.98
90 H 3.00 -2.28 -1.21
91 H 2.94 -3.86 -2.08
92 H 1.72 -1.75 -4.71
93 H 2.88 -3.11 -4.37
94 H 3.13 -1.40 -3.77



4.
14 unconnected molecules or ions with the total composition C4H38NO13S at a distorted geometry. Source: OMol25; level of theory: wB97M-V/def2-TZVPD.

The value obtained for the energy relative to the best compared isomer or geometry (same formula, charge and spin) is 81.1 kcal per mole. As for the total charge: +1. The frontier orbital gap is 9.144 eV. The calculation puts the electronic energy at -43700.1364 eV. Its LUMO energy is -2.5 eV. The molar mass is 340.41 g mol⁻¹.

Positions of all 57 atoms, in Å:
1 C -3.11 0.96 -1.37
2 C -1.65 1.33 -1.65
3 C -1.43 2.94 -1.44
4 C 0.00 3.33 -1.89
5 S 0.44 2.48 -3.42
6 N -0.86 0.52 -0.66
7 H -3.26 0.55 -0.43
8 H -3.42 0.26 -2.16
9 H -3.79 1.83 -1.45
10 H -1.21 1.02 -2.66
11 H -2.22 3.52 -2.20
12 H -1.57 3.12 -0.36
13 H 0.74 2.96 -1.04
14 H 0.24 4.44 -1.88
15 H 1.68 2.94 -3.52
16 H -1.27 0.44 0.31
17 H 0.10 1.05 -0.47
18 H -0.61 -0.42 -1.04
19 H -0.50 -3.10 -5.09
20 H -0.11 -1.67 -4.73
21 O -0.87 -2.28 -4.66
22 H 2.27 0.56 -1.77
23 H 2.26 0.60 -0.21
24 O 1.69 0.58 -1.01
25 H 1.74 -2.51 -2.19
26 H 1.77 -1.08 -1.73
27 O 1.40 -1.63 -2.52
28 H -0.11 -2.31 -2.25
29 H -1.47 -2.19 -2.60
30 O -1.03 -2.07 -1.85
31 H -2.13 2.37 2.23
32 H -1.73 0.89 2.44
33 O -2.04 1.59 1.78
34 H 2.61 -1.99 3.34
35 H 2.38 -2.40 1.90
36 O 2.90 -1.94 2.46
37 H 3.62 1.07 1.25
38 H 2.72 -0.11 1.87
39 O 2.70 0.68 1.36
40 H 5.66 -0.47 -0.12
41 H 4.55 -1.68 0.14
42 O 4.67 -0.76 -0.15
43 H -1.55 -2.04 -0.03
44 H -2.08 -1.77 1.35
45 O -1.27 -1.69 0.86
46 H -4.30 -1.13 3.51
47 H -2.70 -0.73 2.96
48 O -3.38 -1.45 3.14
49 H 1.32 1.54 3.74
50 H 1.20 2.24 5.24
51 O 0.80 1.55 4.62
52 H 0.84 -4.05 1.22
53 H 0.27 -2.44 0.98
54 O 0.97 -3.22 1.14
55 H -0.48 0.30 4.25
56 H -0.32 -0.53 3.00
57 O -1.07 -0.02 3.43



5.
A molecular structure, C33H40CrN2O7S3. Source: OMol25; level of theory: wB97M-V/def2-TZVPD.

The value obtained for the energy relative to the best compared isomer or geometry (same formula, charge and spin) is 20.9 kcal per mole. As for the total charge: -2. The frontier orbital gap (spin up / spin down) is 4.330 / 5.174 eV. The calculation puts the electronic energy at -113111.0382 eV. Its spin multiplicity is 5. Its LUMO energy (spin up / spin down) is 4.1 / 4.1 eV. The molar mass is 724.89 g mol⁻¹.

Positions of all 86 atoms, in Å:
1 Cr -0.65 0.21 0.35
2 C 2.40 -1.37 2.31
3 C 1.03 -0.77 2.42
4 N 0.84 0.40 1.68
5 N 0.71 1.48 2.54
6 C 0.06 2.49 2.12
7 S -0.80 2.58 0.59
8 S 0.03 3.92 3.21
9 C -0.92 3.21 4.60
10 C -2.41 3.27 4.42
11 C -3.16 4.27 5.05
12 C -4.54 4.35 4.88
13 C -5.18 3.42 4.06
14 C -4.44 2.43 3.44
15 C -3.07 2.35 3.61
16 C -0.01 -1.32 3.22
17 C 0.24 -2.28 4.23
18 C -0.76 -2.83 5.01
19 C -2.08 -2.42 4.82
20 C -2.38 -1.50 3.83
21 C -1.40 -0.94 2.98
22 O -1.78 -0.17 2.00
23 H 3.14 -0.73 2.81
24 H 2.47 -2.38 2.72
25 H 2.68 -1.40 1.26
26 H -0.58 2.17 4.70
27 H -0.62 3.75 5.49
28 H -2.65 4.99 5.68
29 H -5.10 5.13 5.37
30 H -6.25 3.48 3.92
31 H -4.93 1.70 2.80
32 H -2.51 1.57 3.10
33 H 1.27 -2.57 4.41
34 H -0.51 -3.56 5.78
35 H -2.88 -2.83 5.43
36 H -3.40 -1.20 3.64
37 C -2.17 -5.99 2.31
38 O -2.99 -5.81 1.17
39 C -2.81 -4.65 0.48
40 C -3.76 -4.39 -0.52
41 C -3.71 -3.18 -1.17
42 C -2.73 -2.21 -0.89
43 C -2.85 -0.86 -1.40
44 C -3.63 -0.54 -2.64
45 O -2.31 0.10 -0.85
46 C -1.68 -2.53 0.03
47 O -0.66 -1.81 0.25
48 C -1.80 -3.77 0.74
49 H -2.53 -6.89 2.81
50 H -2.25 -5.13 2.99
51 H -1.12 -6.12 2.04
52 H -4.55 -5.11 -0.72
53 H -4.48 -2.95 -1.89
54 H -4.43 -1.24 -2.88
55 H -2.90 -0.55 -3.46
56 H -4.02 0.48 -2.56
57 H -1.07 -3.93 1.52
58 C 1.53 -4.50 1.33
59 C 2.75 -4.51 0.41
60 C 2.35 -4.20 -1.03
61 S 1.94 -2.47 -1.45
62 O 1.13 -2.62 -2.70
63 C 3.57 -1.95 -2.05
64 C 4.61 -1.62 -0.97
65 C 4.53 -0.18 -0.48
66 H 1.81 -4.65 2.37
67 H 0.84 -5.30 1.04
68 H 0.99 -3.56 1.26
69 H 3.22 -5.50 0.43
70 H 3.50 -3.81 0.77
71 H 1.40 -4.70 -1.25
72 H 3.08 -4.54 -1.77
73 H 3.33 -1.07 -2.64
74 H 3.90 -2.74 -2.74
75 H 5.60 -1.81 -1.40
76 H 4.52 -2.30 -0.13
77 H 4.82 0.51 -1.27
78 H 5.19 -0.02 0.38
79 H 3.51 0.09 -0.18
80 C 2.23 1.42 -2.64
81 O 1.71 0.87 -1.45
82 C 0.34 0.60 -1.49
83 O -0.19 0.70 -2.58
84 H 3.26 1.72 -2.42
85 H 1.65 2.28 -2.96
86 H 2.23 0.70 -3.47



Question: The lowest energy relative to the best compared isomer or geometry (same formula, charge and spin) belongs to which entry?
Answer: C33H40CrN2O7S3